[1]
This record from OMol25 describes C4H3NO in the gas phase at a distorted geometry. The level of theory is the ωB97M-V functional and the def2-TZVPD basis.

Each line ends with the Mulliken charge.
Atoms and positions in Å:
1 C -0.90471 0.23062 -0.33649  -0.032
2 C -1.01225 1.39733 -0.79206  0.096
3 C -0.13331 -0.78934 0.01358  -0.124
4 C -0.76349 -1.86130 0.62396  0.045
5 N -1.67098 2.19730 -1.41384  -0.428
6 O -0.17560 -2.60745 1.37514  -0.475
7 H 0.91301 -0.66430 -0.12597  0.354
8 H -1.91771 -2.03927 0.38430  0.272
9 H -1.27685 3.10704 -1.76937  0.290

The structure (SMILES) is N=C=C=CC=O. The HOMO-LUMO gap is 8.33 eV. For the energy above the lowest of the compared OMol25 structures with the same formula, charge and spin, the calculation gives 57.7 kcal/mol.



[2]
This record from OMol25 describes H2N2P2S3 in the gas phase at a distorted geometry. The level of theory is the ωB97M-V functional and the def2-TZVPD basis.

Each line ends with the Mulliken charge.
Atoms and positions in Å:
1 N -1.46082 -0.41832 0.02605  -0.297
2 N 0.49422 1.51627 -0.18731  -0.336
3 P -0.76786 -1.64853 -0.84208  0.208
4 P 1.60609 0.34352 -0.90469  0.322
5 S -0.74313 -3.10174 0.30019  -0.262
6 S 3.10137 0.52517 0.33405  -0.290
7 S -1.22759 1.31065 -0.47275  0.047
8 H -1.68994 -0.37094 0.98947  0.302
9 H 0.68767 1.84392 0.75707  0.306

The structure (SMILES) is S=PNSNP=S. The HOMO-LUMO gap is 7.37 eV. For the energy above the lowest of the compared OMol25 structures with the same formula, charge and spin, the calculation gives 0.0 kcal/mol.



[3]
This record from OMol25 describes a 8-piece molecular cluster, C20H48Cl14INOPSi overall at a distorted geometry. The level of theory is the ωB97M-V functional and the def2-TZVPD basis.

Each line ends with the Mulliken charge.
Atoms and positions in Å:
1 C 5.87283 -0.16421 0.55937  -0.567
2 Si 6.49489 -1.75422 -0.35800  0.613
3 C 7.43350 -2.88900 0.88630  -0.909
4 C 7.85342 -1.11908 -1.62707  -0.988
5 O 5.27200 -2.56329 -1.32648  -0.397
6 C 4.53911 -3.58803 -0.56738  -0.188
7 C 2.87861 -3.44880 -0.70139  -0.692
8 P 2.24882 -1.65280 -0.48581  1.383
9 I 0.21611 -2.19550 -1.77097  -0.350
10 C 1.69211 0.16329 -0.15743  -0.708
11 N 2.47572 1.03105 -1.14943  -0.381
12 H 4.89297 0.21892 0.01698  0.101
13 H 6.70386 0.67202 0.65089  0.302
14 H 5.53790 -0.39916 1.67961  0.150
15 H 8.24636 -2.21752 1.43763  0.285
16 H 6.64657 -3.23508 1.71427  0.255
17 H 7.88991 -3.86554 0.41751  0.261
18 H 8.49442 -0.22471 -1.16420  0.262
19 H 8.61490 -2.02518 -1.72014  0.235
20 H 7.39972 -0.85505 -2.67783  0.241
21 H 4.78853 -4.62933 -1.09418  0.173
22 H 4.75525 -3.60706 0.58234  0.109
23 H 2.46092 -4.00678 -1.64779  0.347
24 H 2.45842 -4.05671 0.23603  0.029
25 H 2.94690 -1.21985 -1.68353  0.019
26 H 3.38465 -1.41114 0.36661  -0.445
27 H 1.52553 -2.07204 0.72276  -0.603
28 H 0.51914 0.32513 -0.29674  0.128
29 H 1.96176 0.40129 0.96016  0.169
30 H 2.12607 0.78498 -2.11553  0.243
31 H 2.24095 2.03346 -0.97524  0.064
32 Cl -5.68020 -1.70302 -3.49020  -0.249
33 C -4.01333 -1.15320 -3.18370  -0.426
34 C -3.02267 -1.74296 -4.17460  0.230
35 Cl -2.80299 -3.49605 -3.94429  -0.191
36 H -3.75437 -1.41280 -2.15230  0.287
37 H -4.01904 -0.06215 -3.26804  0.319
38 H -2.04035 -1.28044 -4.03868  0.265
39 H -3.33819 -1.57323 -5.20913  -0.275
40 Cl 0.26279 -4.00797 1.99091  -0.133
41 C 0.18090 -3.51992 3.70258  -0.579
42 C 0.49540 -2.04508 3.89496  -0.010
43 Cl 2.20579 -1.67261 3.56262  -0.202
44 H 0.86785 -4.15566 4.27019  0.309
45 H -0.83726 -3.73078 4.04380  0.327
46 H 0.30460 -1.75624 4.93299  -0.117
47 H -0.12168 -1.41376 3.24745  0.354
48 Cl 2.81812 -0.93122 8.38426  -0.206
49 C 2.63274 0.13237 6.96682  -0.114
50 C 1.31782 0.89498 6.98908  -0.435
51 Cl -0.08520 -0.17502 6.74158  -0.204
52 H 2.72647 -0.48270 6.06619  0.014
53 H 3.47100 0.83555 6.98655  0.325
54 H 1.30091 1.63122 6.17974  0.277
55 H 1.17653 1.42685 7.93554  0.369
56 Cl -0.74016 1.61580 -6.05498  -0.171
57 C -0.65255 0.55898 -7.48682  -0.509
58 C -1.99055 0.44538 -8.19953  -0.443
59 Cl -3.19032 -0.45631 -7.23927  -0.175
60 H -0.28355 -0.41984 -7.16436  0.334
61 H 0.09109 0.99754 -8.15928  0.334
62 H -1.86570 -0.09814 -9.14099  0.292
63 H -2.40988 1.43042 -8.42864  0.326
64 Cl -8.17741 2.29692 -1.13539  -0.197
65 C -8.10122 0.51697 -1.16188  -0.223
66 C -7.41102 -0.04674 0.06977  -0.547
67 Cl -5.66836 0.32365 0.09358  -0.152
68 H -7.59382 0.21247 -2.08278  0.139
69 H -9.13339 0.15632 -1.20770  0.318
70 H -7.50295 -1.13704 0.08156  0.330
71 H -7.85344 0.34177 0.99278  0.337
72 Cl -6.88661 2.94930 3.28186  -0.189
73 C -7.20043 4.04790 1.91464  -0.245
74 C -6.61723 5.43277 2.14509  -0.422
75 Cl -7.47019 6.31606 3.43617  -0.199
76 H -8.28229 4.08824 1.75284  0.304
77 H -6.74167 3.59335 1.03120  0.142
78 H -6.71247 6.03280 1.23501  0.312
79 H -5.55624 5.38401 2.41071  0.286
80 Cl -0.62425 6.28757 1.12388  -0.208
81 C -0.98007 4.70465 0.38736  -0.405
82 C 0.14766 3.70702 0.59723  -0.187
83 Cl 1.60976 4.14017 -0.32434  -0.258
84 H -1.18480 4.86330 -0.67620  0.328
85 H -1.89621 4.33494 0.85806  0.275
86 H -0.16262 2.71643 0.25110  0.104
87 H 0.42340 3.62707 1.65373  0.294

Its charge is -1. The HOMO-LUMO gap is 5.92 eV.



[4]
This record from OMol25 describes C5H7NO in the gas phase at a distorted geometry. The level of theory is the ωB97M-V functional and the def2-TZVPD basis.

Each line ends with the Mulliken charge.
Atoms and positions in Å:
1 C 0.77024 0.00996 1.76340  -1.246
2 C 0.10429 0.69799 0.57360  -0.342
3 C -0.16035 -0.16426 -0.60485  0.652
4 C -1.17807 0.12458 -1.61977  -0.465
5 O -0.73331 -0.03144 -2.83238  -0.619
6 C 0.71920 -1.24533 -0.88462  0.087
7 N 1.43051 -2.15525 -1.01104  -0.385
8 H 0.15917 -0.82004 2.13064  0.340
9 H 0.90104 0.72440 2.58033  0.364
10 H 1.75430 -0.38509 1.49441  0.357
11 H -0.84845 1.17782 0.84502  0.373
12 H 0.73977 1.52299 0.20885  0.293
13 H -2.01308 -0.57233 -1.25496  0.249
14 H -1.64525 1.11599 -1.38863  0.343

The HOMO-LUMO gap (alpha / beta) is 6.28 / 6.55 eV. For the energy above the lowest of the compared OMol25 structures with the same formula, charge and spin, the calculation gives 106.3 kcal/mol.



[5]
This record from OMol25 describes a 2-piece molecular cluster, C4H9OS overall at a distorted geometry. The level of theory is the ωB97M-V functional and the def2-TZVPD basis.

Each line ends with the Mulliken charge.
Atoms and positions in Å:
1 O 1.75332 -1.57385 -0.94972  -0.575
2 C 0.58602 -1.74196 -0.60686  0.034
3 C -0.57319 -1.53943 -1.49481  -0.407
4 H 0.37718 -2.12920 0.41234  0.329
5 H -0.87534 -0.42488 -1.01093  -0.188
6 H -1.40149 -2.23687 -1.27319  0.251
7 H -0.37645 -1.44834 -2.57665  0.269
8 C 1.13341 1.16419 1.41098  -0.678
9 C -0.42501 1.10277 1.60321  -0.483
10 S -1.18776 1.20406 -0.10198  -0.630
11 H 1.36140 2.08479 0.83891  0.231
12 H 1.43257 0.32842 0.77446  0.074
13 H 1.72701 1.16760 2.35156  0.287
14 H -0.80324 1.92931 2.21898  0.277
15 H -0.79136 0.14152 2.01881  0.209

Its charge is -1. The HOMO-LUMO gap is 6.86 eV. For the energy above the lowest of the compared OMol25 structures with the same formula, charge and spin, the calculation gives 17.7 kcal/mol.



[6]
This record from OMol25 describes a 2-piece molecular cluster, C2H6N2O2 overall at a distorted geometry. The level of theory is the ωB97M-V functional and the def2-TZVPD basis.

Each line ends with the Mulliken charge.
Atoms and positions in Å:
1 N -0.18186 -0.49741 -0.17418  -0.225
2 C -1.16008 -1.06966 -0.84718  0.219
3 N -2.38764 -0.54722 -0.98661  -0.418
4 H 0.79993 -0.62769 -0.40048  0.245
5 H -0.38928 0.28934 0.42989  0.209
6 H -1.06767 -2.15434 -0.92119  0.333
7 H -2.39390 0.40265 -0.60374  0.287
8 H -3.14205 -1.00832 -0.47126  0.320
9 O 1.94958 0.49473 1.82225  -0.218
10 C 2.50123 1.27717 0.96582  0.321
11 O 2.67525 1.18729 -0.22453  -0.432
12 H 2.79650 2.25348 1.41123  0.357

Its charge is +1. The HOMO-LUMO gap (alpha / beta) is 9.83 / 7.44 eV. For the energy above the lowest of the compared OMol25 structures with the same formula, charge and spin, the calculation gives 28.0 kcal/mol. Its spin multiplicity is 2.



Number 1: total energy -7730.24284 eV. Number 2: total energy -54095.96109 eV. Number 3: total energy -225637.58126 eV. Number 4: total energy -8831.59516 eV. Number 5: total energy -17176.61204 eV. Number 6: total energy -9236.79093 eV.